#a
Density functional theory data (ωB97M-V/def2-TZVPD) for a 12-piece molecular cluster, C72H60N12O24 overall.

Geometry as XYZ:
```
168
C72H60N12O24 ωB97M-V/def2-TZVPD
O 15.25 -17.35 24.32
N 14.45 -16.69 23.70
O 13.38 -17.10 23.33
C 14.85 -15.32 23.37
C 13.88 -14.34 23.23
C 14.24 -13.08 22.77
C 15.59 -12.76 22.63
C 16.56 -13.71 22.92
C 16.18 -14.99 23.26
H 12.82 -14.53 23.34
H 13.45 -12.40 22.47
H 15.82 -11.75 22.30
H 17.61 -13.49 22.82
H 16.94 -15.72 23.52
O 14.77 0.80 25.35
N 15.71 0.45 24.68
O 16.32 1.18 23.93
C 16.13 -0.94 24.72
C 15.21 -1.92 25.06
C 15.54 -3.26 25.01
C 16.84 -3.65 24.72
C 17.78 -2.66 24.43
C 17.40 -1.32 24.35
H 14.28 -1.60 25.52
H 14.79 -3.97 25.34
H 17.18 -4.68 24.69
H 18.80 -2.89 24.14
H 18.11 -0.58 23.99
O 15.56 -7.78 22.59
N 16.57 -7.39 23.15
O 16.92 -7.75 24.24
C 17.34 -6.33 22.47
C 16.79 -5.64 21.41
C 17.43 -4.51 20.93
C 18.59 -4.07 21.57
C 19.17 -4.80 22.58
C 18.52 -5.93 23.08
H 15.88 -5.94 20.92
H 17.13 -4.03 20.01
H 19.10 -3.17 21.25
H 20.09 -4.48 23.06
H 19.00 -6.41 23.92
O 11.83 2.35 22.71
N 12.04 1.26 22.24
O 12.26 1.10 21.05
C 12.04 0.09 23.10
C 11.78 0.28 24.46
C 11.67 -0.86 25.23
C 11.95 -2.15 24.76
C 12.22 -2.29 23.40
C 12.29 -1.17 22.59
H 11.80 1.26 24.92
H 11.46 -0.69 26.28
H 11.86 -2.98 25.45
H 12.45 -3.30 23.11
H 12.56 -1.32 21.55
O 15.63 -0.29 19.30
N 16.07 -1.10 20.09
O 17.18 -1.00 20.59
C 15.26 -2.28 20.39
C 14.03 -2.44 19.77
C 13.19 -3.43 20.23
C 13.55 -4.28 21.27
C 14.82 -4.15 21.82
C 15.70 -3.16 21.37
H 13.75 -1.68 19.05
H 12.19 -3.49 19.83
H 12.82 -5.01 21.59
H 15.19 -4.78 22.61
H 16.59 -2.84 21.90
O 7.99 -0.40 27.59
N 8.11 -0.83 26.46
O 7.92 -0.17 25.45
C 8.44 -2.25 26.26
C 8.80 -2.71 25.02
C 9.00 -4.09 24.82
C 8.94 -4.94 25.91
C 8.61 -4.42 27.17
C 8.32 -3.09 27.38
H 8.86 -2.02 24.19
H 9.13 -4.42 23.80
H 9.06 -6.00 25.78
H 8.53 -5.14 27.97
H 8.06 -2.73 28.36
O 12.20 -4.10 27.20
N 13.03 -3.87 28.06
O 14.13 -3.44 27.84
C 12.68 -4.18 29.46
C 13.72 -4.27 30.38
C 13.39 -4.58 31.69
C 12.09 -4.89 32.02
C 11.11 -4.96 31.05
C 11.41 -4.66 29.74
H 14.73 -4.07 30.06
H 14.14 -4.55 32.47
H 11.82 -4.96 33.07
H 10.09 -5.26 31.28
H 10.66 -4.57 28.96
O 11.60 -4.86 24.49
N 12.21 -5.87 24.24
O 13.39 -5.89 23.92
C 11.49 -7.15 24.34
C 12.19 -8.30 24.02
C 11.56 -9.54 24.12
C 10.24 -9.57 24.56
C 9.48 -8.41 24.66
C 10.14 -7.18 24.61
H 13.19 -8.30 23.60
H 12.07 -10.43 23.79
H 9.78 -10.51 24.83
H 8.45 -8.42 24.99
H 9.57 -6.29 24.79
O 15.93 -6.17 26.83
N 15.93 -6.89 27.80
O 16.91 -7.42 28.29
C 14.61 -7.32 28.27
C 14.44 -7.75 29.57
C 13.19 -8.22 29.98
C 12.12 -8.22 29.11
C 12.32 -7.75 27.81
C 13.56 -7.34 27.36
H 15.20 -7.70 30.33
H 13.13 -8.59 30.99
H 11.13 -8.56 29.38
H 11.51 -7.78 27.09
H 13.78 -7.08 26.33
O 9.89 -12.29 22.87
N 9.52 -11.74 21.86
O 9.36 -10.54 21.69
C 9.16 -12.62 20.73
C 9.77 -13.87 20.66
C 9.34 -14.82 19.72
C 8.42 -14.42 18.78
C 7.79 -13.18 18.83
C 8.20 -12.26 19.79
H 10.36 -14.28 21.48
H 9.74 -15.81 19.81
H 8.08 -15.13 18.04
H 6.97 -12.94 18.18
H 7.75 -11.27 19.74
O 6.42 -12.07 24.23
N 6.09 -11.15 23.52
O 6.15 -9.99 23.87
C 5.61 -11.45 22.19
C 5.31 -10.45 21.30
C 4.76 -10.71 20.05
C 4.63 -12.04 19.66
C 4.96 -13.09 20.53
C 5.38 -12.77 21.80
H 5.43 -9.41 21.58
H 4.47 -9.95 19.35
H 4.28 -12.17 18.65
H 4.74 -14.07 20.14
H 5.57 -13.57 22.51
O 7.16 -6.50 24.32
N 6.22 -6.39 23.56
O 5.11 -6.07 23.91
C 6.48 -6.70 22.15
C 7.67 -7.32 21.77
C 7.87 -7.54 20.41
C 6.93 -7.12 19.47
C 5.78 -6.44 19.88
C 5.54 -6.28 21.23
H 8.41 -7.54 22.52
H 8.81 -7.93 20.05
H 7.10 -7.28 18.41
H 5.01 -6.14 19.18
H 4.63 -5.80 21.56
```

***

#b
Density functional theory data (ωB97M-V/def2-TZVPD) for a 12-piece molecular cluster, C72H60N12O24 overall.

Geometry as XYZ:
```
168
C72H60N12O24 ωB97M-V/def2-TZVPD
O 21.85 8.96 14.36
N 21.14 8.59 15.25
O 20.13 7.87 15.05
C 21.37 9.07 16.59
C 22.73 9.36 16.90
C 23.03 9.85 18.13
C 21.93 10.21 18.99
C 20.62 9.99 18.67
C 20.32 9.37 17.49
H 23.47 8.96 16.22
H 24.06 10.02 18.42
H 22.06 10.70 19.97
H 19.81 10.18 19.40
H 19.30 9.13 17.24
O 20.25 14.40 19.39
N 19.46 13.49 19.58
O 18.49 13.17 18.85
C 19.64 12.78 20.85
C 18.57 11.97 21.29
C 18.76 11.25 22.48
C 19.91 11.41 23.16
C 21.00 12.23 22.73
C 20.86 12.91 21.52
H 17.68 11.99 20.70
H 18.03 10.57 22.93
H 20.17 10.76 23.96
H 21.95 12.17 23.26
H 21.60 13.61 21.14
O 24.17 16.79 15.90
N 23.08 16.68 16.49
O 22.92 16.94 17.67
C 21.89 16.28 15.76
C 21.98 15.79 14.49
C 20.82 15.56 13.78
C 19.58 15.89 14.34
C 19.50 16.33 15.70
C 20.67 16.53 16.42
H 22.93 15.60 14.05
H 21.04 15.33 12.75
H 18.63 15.78 13.91
H 18.60 16.65 16.20
H 20.69 16.88 17.47
O 26.49 10.96 15.41
N 25.44 11.26 14.93
O 24.92 10.86 13.91
C 24.63 12.13 15.73
C 23.29 12.43 15.29
C 22.49 13.17 16.13
C 22.97 13.65 17.35
C 24.26 13.36 17.75
C 25.11 12.62 16.93
H 22.92 12.07 14.37
H 21.46 13.36 15.84
H 22.32 14.28 17.95
H 24.58 13.66 18.72
H 26.11 12.48 17.30
O 16.93 13.44 12.46
N 16.55 13.07 11.35
O 16.90 13.50 10.26
C 15.54 11.95 11.35
C 15.08 11.42 12.52
C 14.10 10.41 12.46
C 13.74 9.86 11.24
C 14.33 10.37 10.05
C 15.17 11.41 10.07
H 15.39 11.83 13.47
H 13.59 9.95 13.27
H 13.01 9.07 11.23
H 14.16 9.84 9.12
H 15.64 11.69 9.11
O 16.91 7.20 18.32
N 16.37 8.24 18.62
O 16.78 9.37 18.45
C 15.12 8.08 19.35
C 14.61 6.81 19.51
C 13.39 6.70 20.20
C 12.85 7.84 20.80
C 13.48 9.05 20.67
C 14.64 9.23 19.95
H 15.23 6.05 19.07
H 12.90 5.75 20.43
H 11.93 7.72 21.31
H 13.00 9.87 21.13
H 15.15 10.12 19.83
O 16.24 15.04 17.68
N 15.72 15.99 17.15
O 15.58 17.06 17.68
C 15.16 15.76 15.84
C 15.00 16.88 15.04
C 14.28 16.73 13.83
C 13.97 15.47 13.41
C 14.25 14.33 14.20
C 14.82 14.45 15.43
H 15.37 17.81 15.43
H 14.19 17.60 13.12
H 13.41 15.36 12.47
H 13.94 13.31 13.87
H 14.83 13.55 16.02
O 15.43 12.19 20.81
N 15.05 12.61 21.89
O 15.13 11.98 22.95
C 14.46 13.94 21.97
C 14.82 14.72 20.91
C 14.35 16.04 20.89
C 13.50 16.42 21.89
C 13.08 15.51 22.85
C 13.55 14.24 22.93
H 15.55 14.35 20.19
H 14.72 16.79 20.17
H 13.08 17.48 22.05
H 12.49 15.93 23.68
H 13.34 13.53 23.72
O 16.42 8.06 10.71
N 17.15 7.44 11.41
O 18.29 7.02 11.21
C 16.68 7.12 12.75
C 15.33 7.20 12.99
C 14.88 6.82 14.25
C 15.82 6.47 15.19
C 17.20 6.39 14.94
C 17.62 6.77 13.67
H 14.65 7.56 12.22
H 13.86 6.93 14.52
H 15.43 6.39 16.18
H 17.78 6.03 15.76
H 18.63 6.68 13.45
O 22.68 13.34 12.17
N 21.77 13.18 11.39
O 21.04 14.01 10.91
C 21.45 11.81 11.06
C 22.35 10.84 11.45
C 22.04 9.52 11.18
C 20.91 9.23 10.42
C 20.02 10.23 10.10
C 20.25 11.58 10.42
H 23.15 11.10 12.09
H 22.62 8.68 11.47
H 20.57 8.26 10.13
H 19.09 10.01 9.56
H 19.52 12.41 10.26
O 15.06 11.44 17.21
N 15.48 10.68 16.37
O 14.90 9.65 16.05
C 16.73 11.04 15.70
C 17.38 12.21 16.18
C 18.65 12.45 15.70
C 19.18 11.62 14.71
C 18.56 10.47 14.30
C 17.26 10.18 14.79
H 16.91 12.81 16.93
H 19.19 13.30 16.05
H 20.11 11.86 14.23
H 18.98 9.72 13.65
H 16.74 9.29 14.48
O 10.75 10.58 13.18
N 11.30 10.45 14.28
O 11.85 11.35 14.88
C 11.18 9.18 14.88
C 10.32 8.22 14.35
C 10.17 7.04 14.96
C 10.96 6.72 16.05
C 11.88 7.68 16.60
C 11.97 8.91 15.99
H 9.71 8.46 13.46
H 9.47 6.33 14.55
H 10.88 5.75 16.48
H 12.60 7.53 17.41
H 12.73 9.63 16.27
```

***

What should be chosen as the most stable of them? Choose #b.

***

#a
Density functional theory data (ωB97M-V/def2-TZVPD) for one molecule with the formula C4H4N2O2.

Geometry as XYZ:
```
12
C4H4N2O2 ωB97M-V/def2-TZVPD
C 1.20 -1.70 0.38
C 0.43 -0.64 0.13
C -0.50 -0.09 1.09
O -1.05 -0.63 2.05
N -0.82 1.15 0.54
N -0.50 1.31 -0.82
C 0.37 0.24 -1.11
O 0.92 0.16 -2.25
H 1.29 -2.05 1.50
H 1.80 -1.94 -0.55
H -1.77 1.59 0.87
H -0.08 2.12 -1.22
```

***

#b
Density functional theory data (ωB97M-V/def2-TZVPD) for C4H4N2O2 as an isolated structure.

Geometry as XYZ:
```
12
C4H4N2O2 ωB97M-V/def2-TZVPD
C -0.41 0.77 0.30
C -1.82 0.22 -0.12
C 0.27 -0.44 0.02
C 1.74 -0.94 0.01
H 1.29 1.21 -0.47
H -0.69 1.28 1.38
H -2.78 0.71 -0.11
H 1.83 -2.01 -0.04
N -1.92 -1.06 -0.24
N -0.45 -1.47 -0.20
O 0.19 1.82 -0.40
O 2.75 -0.11 -0.14
```

***

What should be chosen as the most stable of them? Choose #a.

***

#a
16
Properties=species:S:1:pos:R:3 method="wB97M-V/def2-TZVPD" charge=+1
O 1.07 0.84 0.40
C 0.13 0.17 0.66
C -0.75 -0.34 -0.43
C -1.97 -0.97 -0.18
C -3.12 0.12 -0.15
N 4.96 0.48 0.16
H -0.16 -0.09 1.69
H -0.35 -0.28 -1.44
H -1.93 -1.39 0.83
H -2.16 -1.73 -0.95
H -2.84 0.95 0.49
H -3.29 0.52 -1.14
H -4.01 -0.35 0.25
H 3.95 0.36 0.12
H 5.34 0.29 -0.75
H 5.14 1.43 0.45

***

#b
16
Properties=species:S:1:pos:R:3 method="wB97M-V/def2-TZVPD" charge=+1
C -1.64 0.25 0.08
C -0.43 0.43 -0.78
C -0.19 -0.42 -1.78
C 0.82 1.82 0.72
N 0.77 1.09 -0.33
H -2.00 -0.77 0.07
H -2.46 0.86 -0.29
H -1.50 0.50 1.14
H 0.69 -0.38 -2.41
H -1.04 -1.03 -2.05
H 1.66 2.50 0.82
H -0.06 1.97 1.34
H 1.59 0.51 -0.55
H 1.22 -3.06 0.87
H 1.29 -2.13 2.06
O 1.28 -2.13 1.10

***

#c
16
Properties=species:S:1:pos:R:3 method="wB97M-V/def2-TZVPD" charge=+1
C 1.08 1.57 0.02
C 0.53 -0.49 -0.40
C 0.74 -1.86 0.14
C -1.67 0.74 -0.18
N -0.44 0.39 0.36
O 1.70 0.37 -0.11
H 0.49 2.00 -0.71
H 1.48 2.13 0.80
H 0.28 -0.56 -1.40
H 1.40 -2.53 -0.42
H -0.13 -2.55 0.14
H 1.31 -1.72 1.12
H -1.65 1.20 -1.08
H -2.43 -0.21 -0.16
H -2.20 1.45 0.49
H -0.51 0.07 1.39

***

What should be chosen as the most stable of them? Choose #b.

***

#a
Density functional theory data (ωB97M-V/def2-TZVPD) for C5H8O3 as an isolated structure.

Geometry as XYZ:
```
16
C5H8O3 ωB97M-V/def2-TZVPD
C 0.41 0.74 1.10
C 1.08 -0.69 1.03
C 0.84 -1.39 -0.17
C -0.24 -0.86 -1.16
C -0.25 0.76 -1.48
H -1.73 1.67 1.48
H 0.41 1.01 2.27
H 0.92 1.47 0.46
H 2.02 -0.84 1.62
H 1.64 -2.36 -0.49
H -0.17 -1.48 -2.03
H -1.83 -0.44 0.08
H -1.26 1.69 -1.13
O -1.02 0.81 0.96
O -1.65 -1.24 -0.56
O 0.83 1.14 -1.97
```

***

#b
Density functional theory data (ωB97M-V/def2-TZVPD) for one molecule with the formula C5H8O3.

Geometry as XYZ:
```
16
C5H8O3 ωB97M-V/def2-TZVPD
C -2.18 -1.11 -0.15
C -0.94 -0.61 -0.07
O -0.55 0.15 1.08
C 0.20 -0.62 2.04
O -0.08 -0.41 -1.10
C 1.04 0.54 -0.64
C 1.14 1.56 -1.74
O 1.95 0.27 0.10
H -2.53 -1.51 -1.09
H -2.79 -1.23 0.73
H 0.73 -1.46 1.58
H 0.95 0.05 2.49
H -0.46 -1.02 2.80
H 0.19 2.10 -1.84
H 1.95 2.25 -1.52
H 1.39 1.05 -2.67
```

***

What should be chosen as the most stable of them? Choose #b.

***

#a
Density functional theory data (ωB97M-V/def2-TZVPD) for C3H9N as an isolated structure.

Geometry as XYZ:
```
13
C3H9N ωB97M-V/def2-TZVPD
C 2.17 -0.48 -1.49
N 0.39 1.51 0.38
C -0.18 1.82 1.54
C -0.12 0.29 0.34
H 2.18 0.08 -0.56
H 1.65 -1.43 -1.42
H 1.71 0.17 -2.24
H -0.85 2.68 1.56
H 3.18 -0.77 -1.79
H -0.03 1.35 2.51
H -4.73 -2.17 0.02
H -5.18 -2.76 -0.16
H -0.20 -0.29 1.29
```

***

#b
Density functional theory data (ωB97M-V/def2-TZVPD) for a 2-piece molecular cluster, C3H9N overall.

Geometry as XYZ:
```
13
C3H9N ωB97M-V/def2-TZVPD
C -1.89 -1.21 0.48
N -1.19 -0.38 -0.17
C -1.06 0.95 0.42
H -2.03 -2.20 0.08
H -2.39 -0.94 1.41
H -0.87 1.66 -0.38
H -1.98 1.25 0.93
H -0.28 1.04 1.17
C 2.34 -0.03 -0.81
H 2.92 -0.62 -1.51
H 1.83 0.86 -1.18
H 1.57 -0.69 -0.40
H 3.05 0.31 -0.04
```

***

What should be chosen as the most stable of them? Choose #b.